w | Entry from the OMol25 dataset: a cluster of 2 separate species, C2H8NO2 in total (the ωB97M-V functional and the def2-TZVPD basis).

Bonds (Å) are listed after each position.
Positions of all 13 atoms, in Å:
1 O -1.230 -1.016 -0.918  C2 1.221
2 C -0.083 -1.340 -1.188  O1 1.221, C3 1.571, H5 1.079
3 C 1.186 -0.826 -0.416  C2 1.571, N4 1.516, H6 1.007, H7 1.160
4 N 0.590 0.079 0.644  C3 1.516, H8 1.011, H9 0.955, H10 1.101
5 H 0.158 -2.129 -1.883  C2 1.079
6 H 1.763 -1.582 -0.087  C3 1.007
7 H 1.786 -0.212 -1.196  C3 1.160
8 H -0.145 -0.458 1.084  N4 1.011
9 H 1.257 0.342 1.275  N4 0.955
10 H 0.141 1.070 0.478  N4 1.101
11 H -1.819 2.331 0.081  O13 0.944
12 H -2.182 1.695 1.236  O13 0.907
13 O -1.422 2.046 0.888  H11 0.944, H12 0.907

Total charge ... +1
Orbital gap ... 11.50 eV
HOMO energy ... -15.159 eV

Atomic partial charges in e from the Mulliken method, atoms 1 to 4: atom 1 (O): -0.422, atom 2 (C): 0.149, atom 3 (C): -0.546, atom 4 (N): -0.326

x | Entry from the OMol25 dataset: a cluster of 2 separate species, C2H8NO2 in total (the ωB97M-V functional and the def2-TZVPD basis).

Bonds (Å) are listed after each position.
Positions of all 13 atoms, in Å:
1 C 2.103 -0.427 0.056  N3 1.440, H6 1.193, H7 1.067, H8 1.114
2 C -0.071 -0.442 1.278  N3 1.260, H9 1.107, H10 1.182
3 N 0.682 -0.338 0.273  C1 1.440, C2 1.260, H11 1.041
4 O -2.609 1.080 -0.957  O5 1.412, H12 0.980, H13 0.965
5 O -1.229 0.810 -0.835  O4 1.412
6 H 2.782 0.219 0.794  C1 1.193
7 H 2.475 -1.426 0.106  C1 1.067
8 H 2.241 -0.108 -1.002  C1 1.114
9 H -1.068 0.003 1.095  C2 1.107
10 H 0.384 -1.074 2.167  C2 1.182
11 H 0.114 0.252 -0.369  N3 1.041
12 H -3.080 0.261 -0.697  O4 0.980
13 H -2.724 1.190 -1.909  O4 0.965

Total charge ... +1
Orbital gap ... 10.02 eV
HOMO energy ... -14.408 eV

Atomic partial charges in e from the Mulliken method, atoms 1 to 4: atom 1 (C): -0.789, atom 2 (C): -0.147, atom 3 (N): 0.052, atom 4 (O): -0.151

The structure with the most favorable energy is w; the runner-up is 4.764 eV above it.

w | Entry from the OMol25 dataset: the ion C2H8NO2 with charge +1 (the ωB97M-V functional and the def2-TZVPD basis).

Bonds (Å) are listed after each position.
Positions of all 13 atoms, in Å:
1 C -1.361 -0.115 -0.578  C2 1.485, H6 1.072, H7 1.031, H8 1.001
2 C 0.069 0.128 -0.256  C1 1.485, N3 1.595, O4 1.392, O5 1.562
3 N 0.403 0.033 1.301  C2 1.595, H9 1.022, H10 1.024, H11 1.132
4 O 0.497 1.372 -0.710  C2 1.392, H12 1.033
5 O 1.053 -1.055 -0.521  C2 1.562, H13 0.985
6 H -1.461 -0.348 -1.620  C1 1.072
7 H -1.859 -0.800 0.010  C1 1.031
8 H -1.771 0.750 -0.285  C1 1.001
9 H -0.459 0.117 1.844  N3 1.022
10 H 1.045 0.771 1.603  N3 1.024
11 H 0.904 -0.981 1.337  N3 1.132
12 H 1.524 1.275 -0.692  O4 1.033
13 H 1.416 -1.147 -1.432  O5 0.985

Total charge ... +1
Orbital gap ... 12.75 eV
HOMO energy ... -16.525 eV
SMILES ... CC([NH3+])(O)O

Atomic partial charges in e from the Mulliken method, atoms 1 to 4: atom 1 (C): -1.449, atom 2 (C): 0.723, atom 3 (N): -0.353, atom 4 (O): -0.463

x | Entry from the OMol25 dataset: a cluster of 2 separate species, C2H8NO2 in total (the ωB97M-V functional and the def2-TZVPD basis).

Bonds (Å) are listed after each position.
Positions of all 13 atoms, in Å:
1 C -0.410 0.957 0.818  C2 1.542, H6 1.106, H7 1.021, H8 1.140
2 C -0.769 -0.275 -0.037  C1 1.542, N3 1.286, O4 1.270
3 N -1.958 -0.702 0.203  C2 1.286, H9 1.060, H11 0.964
4 O -0.052 -0.894 -0.882  C2 1.270, H12 1.128
5 O 2.345 -0.120 -0.846  H10 0.951, H13 0.963
6 H -0.711 1.763 0.123  C1 1.106
7 H -0.822 0.888 1.751  C1 1.021
8 H 0.705 1.072 1.023  C1 1.140
9 H -2.377 -1.445 -0.426  N3 1.060
10 H 2.925 -0.571 -1.449  O5 0.951
11 H -2.633 -0.069 0.475  N3 0.964
12 H 1.012 -0.534 -0.784  O4 1.128
13 H 2.746 -0.070 0.029  O5 0.963

Total charge ... +1
Orbital gap ... 13.25 eV
HOMO energy ... -16.519 eV

Atomic partial charges in e from the Mulliken method, atoms 1 to 4: atom 1 (C): -1.108, atom 2 (C): 0.749, atom 3 (N): -0.342, atom 4 (O): -0.488

The structure with the most favorable energy is x; the runner-up is 1.399 eV above it.

w | Entry from the OMol25 dataset: a cluster of 2 separate species, C2H8NO2 in total (the ωB97M-V functional and the def2-TZVPD basis).

Bonds (Å) are listed after each position.
Positions of all 13 atoms, in Å:
1 C 1.821 0.878 0.876  N2 1.429, H3 1.054, H4 1.074, H5 1.187
2 N 0.971 -0.224 1.198  C1 1.429, H6 1.086, H7 1.032, H8 1.074
3 H 1.461 1.667 1.476  C1 1.054
4 H 2.805 0.499 1.081  C1 1.074
5 H 1.730 1.220 -0.257  C1 1.187
6 H 0.086 0.088 1.745  N2 1.086
7 H 1.396 -1.045 1.658  N2 1.032
8 H 0.492 -0.592 0.309  N2 1.074
9 O -0.778 -0.496 -0.772  C10 1.246
10 C -1.781 -0.542 -1.509  O9 1.246, O11 1.331, H12 1.103
11 O -3.085 -0.605 -1.248  C10 1.331, H13 0.936
12 H -1.598 -0.659 -2.591  C10 1.103
13 H -3.519 -0.189 -1.966  O11 0.936

Total charge ... +1
Orbital gap ... 12.06 eV
HOMO energy ... -15.384 eV

Atomic partial charges in e from the Mulliken method, atoms 1 to 4: atom 1 (C): -0.730, atom 2 (N): -0.347, atom 3 (H): 0.334, atom 4 (H): 0.325

x | Entry from the OMol25 dataset: a cluster of 2 separate species, C2H8NO2 in total (the ωB97M-V functional and the def2-TZVPD basis).

Bonds (Å) are listed after each position.
Positions of all 13 atoms, in Å:
1 C 0.667 0.930 1.731  O4 1.283, H6 1.165, H7 1.025
2 C -0.044 -0.446 -1.592  N3 1.568, O5 1.490, H8 1.186
3 N -1.328 -1.192 -1.087  C2 1.568, H9 1.085, H10 1.000, H11 0.917
4 O 1.648 1.743 1.582  C1 1.283, H12 0.964
5 O 0.238 0.525 -0.498  C2 1.490, H13 0.998
6 H 0.743 -0.229 1.815  C1 1.165
7 H -0.205 1.372 2.039  C1 1.025
8 H 0.898 -1.160 -1.682  C2 1.186
9 H -1.076 -1.676 -0.150  N3 1.085
10 H -1.686 -1.876 -1.723  N3 1.000
11 H -1.902 -0.477 -1.059  N3 0.917
12 H 2.387 1.175 1.334  O4 0.964
13 H -0.339 1.311 -0.711  O5 0.998

Total charge ... +1
Orbital gap (spin up / spin down) ... 5.90 / 5.92 eV
HOMO energy (spin up / spin down) ... -11.196 / -11.204 eV

Atomic partial charges in e from the Mulliken method, atoms 1 to 4: atom 1 (C): -0.013, atom 2 (C): -0.517, atom 3 (N): -0.248, atom 4 (O): -0.264

The structure with the most favorable energy is w; the runner-up is 5.123 eV above it.

w | Entry from the OMol25 dataset: a cluster of 4 separate species, C2H12NO3 in total (the ωB97M-V functional and the def2-TZVPD basis).

Bonds (Å) are listed after each position.
Positions of all 18 atoms, in Å:
1 C 1.311 1.293 -0.494  N3 1.564, H4 1.052, H5 1.079, H6 1.105
2 C -1.030 1.037 -1.191  N3 1.251, H7 1.051, H8 1.072
3 N 0.105 0.515 -1.115  C1 1.564, C2 1.251, H9 1.006
4 H 1.232 1.101 0.537  C1 1.052
5 H 2.185 1.046 -1.076  C1 1.079
6 H 1.143 2.368 -0.688  C1 1.105
7 H -1.004 2.086 -1.142  C2 1.051
8 H -1.975 0.560 -1.360  C2 1.072
9 H 0.372 -0.419 -1.378  N3 1.006
10 H -0.235 -2.005 3.522  O12 0.983
11 H -0.043 -0.485 3.691  O12 0.882
12 O -0.489 -1.098 3.239  H10 0.983, H11 0.882
13 H 1.587 -2.323 -1.714  O15 0.919
14 H 2.295 -1.360 -2.686  O15 0.998
15 O 1.480 -1.511 -2.131  H13 0.919, H14 0.998
16 H -3.040 -0.508 1.154  O18 0.944
17 H -1.714 -0.142 1.843  O18 0.973
18 O -2.180 -0.156 0.989  H16 0.944, H17 0.973

Total charge ... +1
Orbital gap ... 11.02 eV
HOMO energy ... -14.845 eV

Atomic partial charges in e from the Mulliken method, atoms 1 to 4: atom 1 (C): -0.744, atom 2 (C): -0.106, atom 3 (N): 0.095, atom 4 (H): 0.346

x | Entry from the OMol25 dataset: a cluster of 4 separate species, C2H12NO3 in total (the ωB97M-V functional and the def2-TZVPD basis).

Bonds (Å) are listed after each position.
Positions of all 18 atoms, in Å:
1 C 0.018 -1.443 -2.002  C2 1.314, N3 1.454, H4 1.080
2 C 0.668 -0.455 -2.575  C1 1.314, H5 1.083, H6 1.081
3 N -0.005 -1.652 -0.564  C1 1.454, H7 1.051, H8 1.027, H9 1.022
4 H -0.506 -2.198 -2.569  C1 1.080
5 H 0.618 -0.427 -3.657  C2 1.083
6 H 1.221 0.302 -2.038  C2 1.081
7 H -0.059 -0.797 0.045  N3 1.051
8 H -0.907 -2.038 -0.262  N3 1.027
9 H 0.687 -2.319 -0.215  N3 1.022
10 H -0.051 1.386 -0.597  O12 0.966
11 H 0.089 1.691 0.865  O12 0.982
12 O -0.341 1.048 0.260  H10 0.966, H11 0.982
13 H 1.857 3.172 1.558  O15 0.967
14 H 0.623 3.755 2.306  O15 0.964
15 O 0.917 3.033 1.740  H13 0.967, H14 0.964
16 H -1.639 -0.476 2.216  O18 0.964
17 H -1.294 -1.971 2.562  O18 0.961
18 O -1.199 -1.276 1.905  H16 0.964, H17 0.961

Total charge ... +1
Orbital gap ... 12.19 eV
HOMO energy ... -15.094 eV

Atomic partial charges in e from the Mulliken method, atoms 1 to 4: atom 1 (C): -0.067, atom 2 (C): -0.701, atom 3 (N): -0.245, atom 4 (H): 0.344

y | Entry from the OMol25 dataset: a cluster of 4 separate species, C2H12NO3 in total (the ωB97M-V functional and the def2-TZVPD basis).

Bonds (Å) are listed after each position.
Positions of all 18 atoms, in Å:
1 C -0.904 -0.674 0.855  C2 1.378, N3 1.511, H4 1.035
2 C -1.884 -1.384 0.197  C1 1.378, H5 1.096, H6 1.128
3 N -0.939 0.810 0.569  C1 1.511, H7 1.063, H8 1.007, H9 1.102
4 H -0.219 -0.967 1.573  C1 1.035
5 H -2.062 -2.436 0.446  C2 1.096
6 H -2.322 -1.091 -0.801  C2 1.128
7 H -0.922 1.035 -0.470  N3 1.063
8 H -0.133 1.170 1.053  N3 1.007
9 H -1.884 1.303 0.849  N3 1.102
10 H 2.365 2.084 1.342  O12 0.973
11 H 2.100 0.601 1.283  O12 0.974
12 O 1.634 1.446 1.418  H10 0.973, H11 0.974
13 H 2.931 -1.420 -0.617  O15 0.956
14 H 2.066 -1.875 0.467  O15 0.952
15 O 2.362 -1.065 0.064  H13 0.956, H14 0.952
16 H -1.186 1.429 -2.974  O18 0.951
17 H -0.246 0.209 -2.872  O18 0.937
18 O -0.756 0.824 -2.381  H16 0.951, H17 0.937

Total charge ... +1
Orbital gap ... 11.17 eV
HOMO energy ... -14.487 eV

Atomic partial charges in e from the Mulliken method, atoms 1 to 4: atom 1 (C): -0.176, atom 2 (C): -0.686, atom 3 (N): -0.193, atom 4 (H): 0.457

The structure with the most favorable energy is x; the runner-up is 0.585 eV above it.